Below is 3 unconnected molecules or ions with the total composition C5H16N2O in a non-equilibrium geometry, with properties calculated with ωB97M-V/def2-TZVPD.

Results
**HOMO-LUMO gap**: 9.3 eV
**E_LUMO**: 0.74 eV
**ΔE to the lowest compared entry with this formula, charge and spin**: 31.20 kcal/mol
**Molar mass**: 120.20 g mol⁻¹
**Structure (SMILES)**: [H]/N=C(/C)N.CC.CO

XYZ file:
```
24
Properties=species:S:1:pos:R:3:lowdin_charge:R:1
H 0.851 -1.971 1.514 0.080
N 0.787 -1.750 0.525 0.098
C -0.414 -1.685 0.051 -0.524
C -0.600 -1.469 -1.419 -0.010
N -1.536 -1.909 0.779 0.152
H -0.587 -2.439 -1.919 0.092
H 0.216 -0.864 -1.804 0.078
H -1.549 -0.984 -1.629 0.071
H -2.442 -1.802 0.359 0.101
H -1.478 -2.003 1.780 0.109
C -0.531 1.335 0.697 -0.191
C -1.783 1.614 -0.121 -0.178
H -0.065 2.281 0.982 0.057
H -0.783 0.847 1.641 0.053
H 0.389 0.846 0.086 0.069
H -2.434 2.343 0.365 0.059
H -1.517 2.012 -1.100 0.066
H -2.371 0.706 -0.266 0.031
C 2.889 1.126 -0.078 -0.203
O 1.868 0.315 -0.595 -0.303
H 2.715 1.363 0.983 0.072
H 2.894 2.067 -0.628 0.072
H 3.873 0.661 -0.188 0.068
H 1.608 -0.641 -0.015 0.080
```